No. 1
{"formula": "B2CuH54O23", "method": "ωB97M-V with the def2-TZVPD basis set", "multiplicity": 2, "lumo_energy_ev": [-1.164, -2.123], "orbital_gap_ev": [8.6, 7.7], "fmax_ev_per_a": 4.210, "species": ["O", "O", "H", "H", "H", "H", "H", "H", "H", "H", "H", "H", "O", "H", "H", "O", "H", "H", "B", "H", "H", "H", "H", "O", "H", "O", "H", "H", "H", "O", "O", "H", "H", "O", "H", "H", "H", "O", "H", "O", "H", "H", "H", "O", "H", "H", "O", "O", "O", "H", "H", "H", "H", "H", "H", "H", "O", "O", "O", "H", "H", "H", "H", "O", "H", "H", "H", "O", "O", "H", "H", "H", "H", "H", "O", "Cu", "B", "H", "H", "O"], "positions_angstrom": [[11.53, 20.94, -3.75], [13.83, 20.77, -2.21], [9.12, 21.19, -6.43], [9.01, 18.84, 1.31], [6.58, 19.23, -6.83], [8.25, 22.67, -8.32], [12.94, 19.30, -6.65], [10.42, 22.80, -0.84], [12.01, 22.50, -0.29], [9.75, 17.74, -6.06], [9.54, 19.66, -3.35], [8.85, 18.39, -0.12], [7.96, 25.25, -3.69], [10.96, 24.65, -8.09], [13.19, 23.38, 0.06], [6.55, 19.11, -1.03], [6.86, 22.65, -4.16], [10.34, 27.00, -4.99], [9.19, 19.79, -2.34], [11.48, 17.73, -1.41], [9.34, 26.51, -3.97], [7.46, 23.28, 0.30], [5.15, 22.20, -0.67], [12.59, 19.71, -5.86], [7.09, 17.46, -3.61], [11.40, 25.88, -1.96], [6.73, 22.32, -2.69], [9.10, 22.73, -1.84], [10.71, 23.23, -2.48], [8.90, 20.69, -5.64], [8.10, 26.31, -1.18], [12.89, 23.32, -4.01], [11.84, 24.68, -6.85], [13.43, 24.11, -3.92], [12.04, 20.50, -3.07], [9.45, 24.19, -4.78], [9.90, 17.97, -4.57], [6.71, 23.31, -5.98], [7.36, 19.32, -1.49], [8.04, 17.55, -3.73], [7.57, 18.46, -7.69], [6.77, 24.22, -6.28], [12.04, 19.04, -5.46], [7.34, 22.26, -3.43], [10.00, 23.37, -5.93], [11.84, 20.55, -4.57], [10.19, 26.96, -4.05], [10.40, 17.73, -5.35], [9.73, 23.30, -5.01], [9.71, 23.00, -8.07], [10.85, 25.10, -1.83], [8.33, 18.08, -2.99], [8.27, 20.36, -2.33], [8.44, 27.18, -1.40], [11.08, 19.18, -1.59], [8.96, 18.84, -1.89], [10.99, 24.37, -7.17], [5.65, 22.78, -1.25], [8.70, 18.11, 0.78], [5.89, 19.65, -1.46], [9.74, 24.34, -1.43], [9.91, 20.42, -1.83], [7.64, 25.50, -2.82], [7.46, 18.86, -6.82], [13.28, 24.40, -3.02], [5.01, 23.43, -1.54], [8.86, 25.73, -1.25], [11.71, 18.62, -1.13], [8.23, 23.69, 0.70], [7.22, 25.43, -4.27], [8.84, 23.82, -0.03], [7.39, 22.85, -6.46], [8.48, 19.90, -5.96], [14.19, 21.44, -1.63], [8.92, 22.67, -7.64], [9.48, 21.76, -3.44], [9.99, 23.32, -1.68], [14.34, 19.98, -2.01], [10.95, 26.38, -2.64], [12.74, 22.58, 0.33]], "mulliken_charge": [-0.28, -0.47, 0.20, 0.28, 0.27, 0.25, 0.28, -0.42, 0.11, 0.29, -0.95, 0.48, -0.53, 0.25, 0.31, -0.68, 0.18, 0.28, 2.70, 0.29, 0.37, 0.34, 0.25, -0.69, 0.28, -0.74, 0.15, -0.54, -0.52, -0.50, -0.73, 0.29, 0.25, -0.68, -0.01, -0.01, 0.13, -0.70, 0.29, -0.69, 0.27, 0.28, 0.31, -0.32, 0.11, 0.17, -0.65, -0.69, -0.13, 0.17, 0.10, 0.49, -0.30, 0.29, 0.05, -0.72, -0.55, -0.53, -0.67, 0.32, -0.64, -0.52, 0.27, -0.56, 0.32, 0.26, 0.15, -0.66, -0.67, 0.16, 0.01, 0.29, 0.19, 0.26, -0.53, 1.38, 2.93, 0.22, 0.47, -0.69]}

***

No. 2
{"formula": "C2H4INO", "method": "ωB97M-V with the def2-TZVPD basis set", "multiplicity": 1, "lumo_energy_ev": [-0.439, -0.498], "orbital_gap_ev": [9.6, 7.9], "fmax_ev_per_a": 5.238, "species": ["O", "N", "C", "H", "H", "H", "H", "I", "C"], "positions_angstrom": [[0.37, 1.82, -0.13], [0.44, -2.36, -0.08], [0.02, 0.59, 0.31], [-0.02, 0.69, 1.45], [1.37, -2.76, -0.42], [0.98, 2.20, 0.51], [-0.89, 0.37, -0.19], [3.02, -0.14, 0.00], [1.04, -0.45, -0.09]], "nbo_charge": [-0.69, -0.39, -0.19, 0.18, 0.28, 0.47, 0.22, 0.24, -0.11]}

***

No. 3
{"formula": "C3H5N3", "method": "ωB97M-V with the def2-TZVPD basis set", "multiplicity": 1, "lumo_energy_ev": 0.224, "orbital_gap_ev": 9.9, "fmax_ev_per_a": 0.753, "species": ["N", "H", "H", "C", "H", "C", "H", "N", "H", "C", "N"], "positions_angstrom": [[-1.67, 0.01, 0.65], [1.66, -0.65, 1.97], [1.28, 1.16, -1.51], [1.18, 0.33, 0.47], [1.63, 1.25, 0.87], [0.58, 0.60, -0.89], [-1.87, -1.22, -1.07], [1.21, -0.79, 1.06], [-2.23, -0.69, 1.12], [-1.45, -0.35, -0.54], [-0.58, 0.38, -1.37]], "nbo_charge": [-0.64, 0.34, 0.18, 0.07, 0.16, 0.11, 0.16, -0.57, 0.35, 0.25, -0.41]}

***

No. 4
{"formula": "C10H15NO2S", "method": "ωB97M-V with the def2-TZVPD basis set", "multiplicity": 1, "lumo_energy_ev": 0.209, "orbital_gap_ev": 9.1, "fmax_ev_per_a": 4.051, "species": ["C", "H", "H", "H", "C", "H", "N", "O", "H", "S", "O", "H", "H", "H", "H", "C", "H", "C", "H", "H", "H", "C", "C", "H", "C", "H", "C", "C", "C"], "positions_angstrom": [[1.72, -0.14, 0.67], [-1.32, 2.86, 0.90], [0.90, 2.12, 1.51], [-1.13, -0.83, 1.96], [-0.41, -1.03, 1.12], [2.23, 0.76, 0.46], [0.29, 0.22, 0.81], [0.35, -3.26, -0.84], [-1.80, -2.33, 0.37], [1.06, -0.19, -4.32], [-1.16, 3.03, 2.95], [-1.30, 2.44, 3.66], [-0.54, 0.69, -1.28], [0.00, 1.80, -3.46], [0.39, -1.63, 1.69], [-1.16, -1.60, -0.03], [1.27, -2.54, -3.51], [0.12, 1.32, 1.76], [2.10, -0.39, 1.69], [0.34, 0.88, 2.79], [-2.01, 1.31, 1.54], [-0.18, -2.14, -1.02], [-0.20, 0.18, -2.16], [1.86, -1.00, -0.05], [0.33, -1.20, -2.04], [-1.68, -0.68, -0.47], [0.16, 0.81, -3.29], [-1.21, 2.11, 1.77], [0.95, -1.57, -3.18]], "nbo_charge": [-0.42, 0.19, 0.21, 0.20, -0.21, 0.20, -0.47, -0.55, 0.24, 0.41, -0.70, 0.46, 0.25, 0.23, 0.20, -0.52, 0.25, -0.24, 0.17, 0.16, 0.17, 0.57, -0.24, 0.23, -0.23, 0.23, -0.41, -0.10, -0.27]}

***

No. 5
{"formula": "C28H46F4IN2O3", "method": "ωB97M-V with the def2-TZVPD basis set", "multiplicity": 1, "charge": 1, "lumo_energy_ev": -2.747, "orbital_gap_ev": 7.8, "fmax_ev_per_a": 3.338, "species": ["H", "C", "C", "C", "H", "C", "C", "H", "H", "C", "C", "C", "H", "C", "N", "N", "H", "H", "C", "H", "H", "C", "H", "C", "H", "H", "O", "H", "C", "H", "F", "H", "H", "H", "O", "C", "C", "H", "H", "H", "H", "C", "I", "C", "H", "F", "H", "H", "C", "H", "F", "H", "H", "H", "F", "H", "H", "H", "C", "H", "H", "O", "C", "C", "H", "H", "H", "H", "H", "C", "H", "H", "C", "H", "C", "H", "C", "H", "C", "H", "H", "C", "C", "H"], "positions_angstrom": [[-1.80, -0.29, 5.92], [-2.49, -1.22, 4.02], [4.85, -2.73, -3.53], [0.89, -0.06, -4.55], [-1.09, -0.79, 1.50], [-1.32, 0.53, -0.08], [-2.85, 0.25, 3.56], [-3.94, -0.85, 1.33], [-2.34, 3.48, -2.43], [-2.10, -1.33, 5.58], [-3.83, -3.44, 0.33], [0.77, 4.11, -1.90], [-1.93, 2.69, 4.97], [2.88, 2.00, 2.48], [-0.42, 2.83, -0.18], [-1.84, -0.15, 1.19], [3.70, 2.72, 2.18], [0.89, -3.44, -5.63], [0.43, 1.47, 1.66], [-2.79, 1.59, 1.86], [-2.17, 1.21, -0.39], [0.68, -1.52, -4.48], [-3.33, -0.73, -0.33], [-0.79, 1.69, 2.66], [0.55, -3.21, -3.05], [-0.34, 3.52, 4.96], [3.26, 0.71, 1.97], [5.93, -2.39, -5.37], [0.46, -2.41, -5.75], [-1.63, -1.68, 3.47], [-1.16, 3.06, 2.62], [4.13, -3.44, -3.12], [0.41, 5.16, -1.63], [2.84, 1.95, 3.60], [4.27, -1.43, -3.50], [-0.24, 1.43, 4.12], [-2.59, -2.49, 0.68], [5.73, -2.72, -2.90], [-1.00, 3.03, -3.53], [0.78, -1.91, -6.69], [0.91, 4.12, -3.01], [1.56, 2.56, 1.81], [-4.32, -2.44, 3.87], [-0.40, 3.16, -1.43], [1.70, 3.95, -1.31], [-5.02, -2.78, 0.24], [1.86, 3.03, 0.85], [1.81, 0.21, 0.01], [-3.01, -0.96, 0.73], [-2.81, 0.90, 4.46], [-3.85, -4.50, 1.19], [1.24, 3.41, 2.48], [-2.21, -2.85, 1.67], [1.99, 1.75, -0.85], [-3.59, -3.99, -0.92], [3.48, -1.45, -4.06], [-1.28, -0.27, -0.85], [-0.38, 0.38, 4.50], [5.22, -3.11, -4.95], [0.91, 0.37, -5.58], [1.23, 1.85, -3.48], [-1.57, -2.74, -0.28], [-1.46, 2.79, -2.53], [1.05, 0.18, -2.01], [5.67, -4.11, -4.99], [0.88, 1.59, 4.19], [-0.66, -2.55, -5.83], [-1.78, 1.72, -2.52], [-1.00, -3.43, 0.08], [-2.09, 0.82, 2.30], [-1.19, -1.98, 5.69], [-3.94, 0.22, 3.27], [0.86, -1.28, -1.95], [-2.95, -1.67, 6.21], [1.26, 0.92, -0.67], [-0.69, 2.18, 6.18], [-0.03, 1.40, 0.11], [4.34, -3.10, -5.60], [1.06, 0.76, -3.35], [0.82, 0.43, 1.89], [0.85, -1.77, -0.95], [0.68, -2.11, -3.13], [-0.83, 2.52, 5.12], [4.22, 0.67, 1.81]], "mulliken_charge": [0.24, -0.30, -0.17, -0.97, 0.77, -2.55, -1.65, 0.54, 0.35, -0.97, 0.57, -1.18, 0.30, -0.66, -0.51, 0.86, 0.45, 0.35, -1.46, 0.16, 0.58, 0.63, 0.37, 1.61, 0.33, 0.37, -0.51, 0.26, -1.53, 0.14, -0.51, 0.21, 0.37, 0.30, -0.43, -0.04, -0.30, 0.32, 0.37, 0.36, 0.38, -0.56, 0.13, 0.46, 0.26, -0.25, 0.03, 0.59, -0.71, 0.37, -0.24, 0.30, 0.36, 0.39, -0.26, 0.20, 0.63, 0.13, -1.02, 0.28, 0.44, -0.38, -1.00, -0.18, 0.35, -0.04, 0.34, 0.22, 0.39, -0.81, 0.29, 0.95, -0.19, 0.43, -1.27, 0.39, 2.72, 0.29, 0.22, 0.81, 0.29, -0.76, -1.38, 0.34]}